Formula: C21H19BrF4MnN4O4P
Source: the Open Molecules 2025 dataset
Level of theory: ωB97M-V/def2-TZVPD

Structure (XYZ):
```
55
Properties=species:S:1:pos:R:3
Mn -0.7454 1.5457 -0.3352
N -2.5936 1.8463 0.4954
N -3.4325 0.8319 -0.0056
C -2.9475 0.1028 -1.0708
O -3.5391 -0.8215 -1.5721
O -1.7122 0.4591 -1.4495
H -2.6045 1.8176 1.5136
H -2.9065 2.7795 0.2128
H -4.4160 0.8172 0.2297
F 2.0152 -0.1065 6.0575
C 1.5583 -0.2271 4.8433
C 1.4607 -1.4803 4.2505
F 1.8290 -2.5530 4.9050
C 0.9728 -1.5873 2.9525
F 0.9052 -2.7944 2.3977
C 0.5557 -0.4791 2.2291
P 0.0660 -0.5870 0.4941
C 1.5340 -1.1587 -0.3885
C 1.6636 -2.4417 -0.9116
C 2.8575 -2.8253 -1.5103
C 3.9225 -1.9408 -1.5787
C 3.8099 -0.6649 -1.0336
C 2.6213 -0.2755 -0.4411
C -1.1969 -1.9147 0.3468
C -1.8551 -2.4434 1.4382
C -2.8657 -3.4612 1.2882
C -3.2493 -3.9107 0.0512
C -2.6236 -3.3714 -1.0656
C -1.5848 -2.3868 -0.9192
C 0.6869 0.7695 2.8466
Br 0.2740 2.3945 1.9204
C 1.1729 0.9110 4.1280
F 1.2894 2.0980 4.6854
H 0.8653 -3.1666 -0.8288
H 2.9579 -3.8256 -1.9092
H 4.8519 -2.2498 -2.0378
H 4.6544 0.0108 -1.0546
H 2.5634 0.7011 0.0379
H -1.6182 -2.1305 2.4481
H -3.3269 -3.8654 2.1810
H -4.0235 -4.6593 -0.0442
H -2.8949 -3.6792 -2.0672
H -1.0883 -2.0370 -1.8122
C 0.6483 5.6856 -3.1299
O -0.1119 5.1324 -2.0067
C -0.0826 3.8877 -1.7239
O -0.7637 3.4683 -0.7451
N 0.6508 3.0027 -2.4163
N 0.5636 1.6644 -1.9847
H 0.4155 6.7435 -3.1222
H 0.3012 5.2329 -4.0572
H 1.7124 5.5345 -2.9557
H 1.1914 3.2260 -3.2402
H 1.4998 1.2828 -1.8293
H 0.1120 1.0989 -2.7062
```

The net charge is +3. For the energy relative to the best compared isomer or geometry (same formula, charge and spin), the calculation gives 1.2890 eV. Its largest force on an atom is 1.047 eV Å⁻¹. The spin multiplicity is 2. The calculation puts the frontier orbital gap (alpha / beta) at 7.0 / 5.1 eV. As for the expectation value of S²: 0.770.